Density functional theory data (ωB97M-V/def2-TZVPD) for a single C4H12O2Si molecule.

```
! RIJCOSX wB97M-V def2-TZVPD def2/J DEFGRID3
* xyz 0 1
C 2.496 -1.156 -0.446
C 2.336 -0.054 0.508
O 1.488 1.009 0.040
Si -0.430 0.861 0.657
C -1.029 1.638 -1.022
O -1.938 -0.241 1.171
C -2.718 -0.999 0.432
H 1.505 -1.436 -0.753
H 3.117 -1.049 -1.293
H 2.828 -2.083 0.008
H 3.172 0.560 0.654
H 1.890 -0.371 1.492
H -0.366 1.503 1.868
H -0.367 1.186 -1.811
H -2.153 1.681 -1.151
H -0.809 2.668 -1.078
H -3.737 -0.921 0.794
H -2.701 -0.684 -0.568
H -2.583 -2.110 0.498
*
```

**LUMO level**: -0.22 eV
**SMILES string**: CCO[Si@@H](C)OC

Density functional theory data (ωB97M-V/def2-TZVPD) for a 4-piece molecular cluster, C20H40N6O3P overall.

```
! RIJCOSX wB97M-V def2-TZVPD def2/J DEFGRID3
* xyz 1 1
C 5.267 -0.224 -0.434
C 4.849 0.802 -0.888
C 4.057 1.840 -1.597
N 2.620 1.616 -1.377
C 2.042 0.586 -1.972
N 2.680 -0.273 -2.767
C 1.811 -1.185 -3.146
N 0.636 -0.867 -2.606
P -0.752 -1.907 -2.905
N -1.069 -2.675 -1.587
N 0.739 0.240 -1.869
C -0.385 0.815 -1.111
C -0.363 2.358 -0.999
C -1.741 2.989 -1.374
N -1.694 3.871 -2.549
H 5.483 -1.179 -0.017
H 4.296 1.791 -2.661
H 4.318 2.817 -1.186
H 2.159 2.255 -0.751
H 2.021 -2.041 -3.769
H -1.880 -1.123 -3.262
H -0.435 -2.834 -3.919
H -2.018 -2.452 -1.284
H -0.478 0.295 -0.152
H -1.295 0.554 -1.664
H 0.431 2.837 -1.576
H -0.220 2.594 0.075
H -2.515 2.217 -1.476
H -2.066 3.615 -0.532
H -2.220 3.478 -3.318
H -0.747 4.041 -2.858
C 2.095 4.287 3.830
C 2.885 4.628 2.575
C 2.247 3.709 1.547
O 0.880 3.533 1.936
C 0.703 4.048 3.268
H 2.117 5.068 4.587
H 2.483 3.368 4.275
H 2.714 5.672 2.301
H 3.958 4.474 2.674
H 2.728 2.722 1.544
H 2.287 4.123 0.532
H 0.137 4.981 3.198
H 0.127 3.336 3.859
C 1.958 -5.791 0.085
C 0.649 -5.065 0.363
C 0.120 -5.831 1.565
O 1.263 -6.298 2.289
C 2.436 -6.121 1.491
H 2.680 -5.199 -0.480
H 1.763 -6.711 -0.471
H 0.850 -4.026 0.639
H -0.042 -5.063 -0.478
H -0.464 -6.703 1.255
H -0.498 -5.214 2.219
H 3.016 -5.295 1.918
H 3.043 -7.027 1.529
C -5.995 -0.327 1.019
C -4.689 0.435 1.201
C -3.686 -0.511 0.560
O -4.381 -1.210 -0.476
C -5.792 -0.973 -0.343
H -6.881 0.304 1.060
H -6.087 -1.096 1.789
H -4.728 1.376 0.645
H -4.452 0.664 2.239
H -3.319 -1.248 1.282
H -2.828 0.013 0.132
H -6.101 -0.301 -1.151
H -6.331 -1.914 -0.450
*
```

**LUMO level**: -3.00 eV

Density functional theory data (ωB97M-V/def2-TZVPD) for a 10-piece molecular cluster, C10H30N10O20 overall.

```
! RIJCOSX wB97M-V def2-TZVPD def2/J DEFGRID3
* xyz 0 1
C 3.899 -1.207 -5.647
N 2.678 -1.512 -4.956
O 2.449 -0.731 -4.065
O 2.106 -2.546 -5.194
H 4.050 -1.745 -6.584
H 4.753 -1.503 -5.038
H 3.940 -0.126 -5.775
C 1.186 6.008 -5.829
N 0.249 4.862 -5.767
O 0.238 4.156 -4.749
O -0.446 4.716 -6.729
H 1.422 6.405 -4.842
H 0.656 6.720 -6.462
H 2.121 5.673 -6.277
C -6.201 2.109 4.012
N -5.904 1.013 5.034
O -6.638 -0.012 4.984
O -4.863 1.189 5.726
H -5.352 2.700 3.668
H -7.070 2.684 4.330
H -6.545 1.493 3.181
C -5.687 4.214 -2.511
N -5.243 4.689 -3.869
O -5.938 4.399 -4.860
O -4.308 5.430 -3.899
H -6.447 3.432 -2.537
H -6.033 5.096 -1.972
H -4.824 3.806 -1.985
C 0.743 -5.182 1.018
N 0.416 -5.083 -0.408
O -0.521 -4.369 -0.768
O 1.112 -5.752 -1.199
H -0.244 -5.176 1.480
H 1.427 -4.438 1.426
H 1.187 -6.176 1.085
C -0.302 0.374 -0.044
N -1.527 0.277 0.720
O -2.385 1.204 0.825
O -1.672 -0.816 1.326
H 0.549 0.184 0.611
H -0.274 1.368 -0.492
H -0.350 -0.368 -0.841
C 4.763 2.814 -1.881
N 4.800 3.831 -2.934
O 4.663 3.450 -4.100
O 5.036 5.005 -2.584
H 5.175 1.864 -2.222
H 3.705 2.726 -1.635
H 5.312 3.265 -1.055
C 7.161 -2.415 1.161
N 5.858 -2.796 0.627
O 4.936 -2.190 1.131
O 5.677 -3.675 -0.180
H 7.079 -2.417 2.248
H 7.433 -1.465 0.702
H 7.852 -3.190 0.829
C -5.071 -4.703 4.317
N -4.016 -4.743 5.394
O -3.117 -5.551 5.282
O -4.146 -4.054 6.447
H -5.863 -4.033 4.652
H -5.469 -5.686 4.063
H -4.489 -4.339 3.470
C 0.948 -1.990 5.729
N 0.843 -0.487 5.761
O 0.595 0.097 6.849
O 1.040 0.115 4.711
H 0.501 -2.303 4.785
H 0.369 -2.402 6.556
H 2.020 -2.185 5.752
*
```

**LUMO level**: -0.27 eV
**SMILES string**: C[N+](=O)[O-].C[N+](=O)[O-].C[N+](=O)[O-].C[N+](=O)[O-].C[N+](=O)[O-].C[N+](=O)[O-].C[N+](=O)[O-].C[N+](=O)[O-].C[N+](=O)[O-].C[N+](=O)[O-]